[1]
{
  "formula": "C3H2HgO2",
  "method": "wB97M-V/def2-TZVPD",
  "multiplicity": 2,
  "charge": 1,
  "e_tot_ev": -11398.1381,
  "homo_energy_ev": [-14.110, -14.458],
  "e_above_lowest_ev": 4.254,
  "species": ["Hg", "O", "O", "C", "C", "C", "H", "H"],
  "positions_angstrom": [[1.9448, -1.3991, -1.1981], [-1.6086, -0.6738, 0.9632], [0.6871, 1.8400, -0.6458], [0.3833, 0.2838, -0.3645], [0.1303, 1.4081, 0.4532], [-1.2203, -0.0845, -0.0183], [0.3693, 1.6978, 1.4806], [-1.7895, -0.0720, -0.9736]],
  "mulliken_spin": [0.695, 0.046, 0.163, 0.037, 0.112, -0.049, 0.000, -0.005]
}

[2]
{
  "formula": "C3H2HgO3",
  "method": "wB97M-V/def2-TZVPD",
  "charge": 2,
  "e_tot_ev": -13427.7712,
  "homo_energy_ev": [-18.615, -18.588],
  "e_above_lowest_ev": 7.089,
  "species": ["Hg", "O", "O", "O", "C", "C", "C", "H", "H"],
  "positions_angstrom": [[0.2630, 1.2189, -0.5534], [2.2864, -0.0522, 0.3047], [-1.4797, 0.5470, 0.4428], [0.7936, -0.2644, 0.4603], [2.9831, -1.0542, 0.1180], [-2.4528, -0.1210, 0.3877], [-3.5625, -0.8949, 0.3961], [2.5126, -1.9792, -0.2362], [4.0540, -0.9308, 0.3056]],
  "mulliken_charge": [1.560, -0.078, -0.466, -0.327, 0.120, 0.936, -0.395, 0.328, 0.322]
}

[3]
{
  "formula": "C3H2IN2S",
  "method": "wB97M-V/def2-TZVPD",
  "charge": -1,
  "e_tot_ev": -25056.5089,
  "homo_energy_ev": -3.181,
  "e_above_lowest_ev": 3.355,
  "species": ["I", "S", "N", "N", "C", "C", "C", "H", "H"],
  "positions_angstrom": [[3.5981, 0.1123, -0.2100], [-2.7132, 0.8686, -0.0217], [1.4509, 0.1933, -0.1977], [1.0040, -0.9492, -0.0009], [-1.0667, -0.0616, -0.0373], [-0.9125, 1.2335, -0.1785], [-0.2859, -1.1934, 0.0663], [-0.7012, -2.2189, 0.3580], [-0.3734, 2.0154, 0.2218]],
  "mulliken_charge": [-0.251, -0.373, -0.424, -0.025, 0.437, -0.573, -0.375, 0.277, 0.307]
}

[4]
{
  "formula": "C3H2INS2",
  "method": "wB97M-V/def2-TZVPD",
  "e_tot_ev": -34399.9605,
  "homo_energy_ev": [-8.077, -8.078],
  "e_above_lowest_ev": 4.097,
  "species": ["I", "S", "S", "N", "C", "C", "C", "H", "H"],
  "positions_angstrom": [[-2.9773, -0.2511, 0.0538], [1.6243, 0.9980, 0.4415], [2.7641, -1.6277, 0.2294], [0.1464, 1.6362, 0.7110], [-0.0165, -0.9761, 0.1800], [-0.9953, -0.2438, 0.4754], [1.3984, -0.6760, 0.2949], [-0.0557, 2.3290, 0.0005], [-0.3001, -2.0569, -0.0881]],
  "mulliken_charge": [0.271, 0.071, -0.270, -0.526, -0.092, -0.143, 0.125, 0.263, 0.302]
}

[5]
{
  "formula": "C3H2IO2S",
  "method": "wB97M-V/def2-TZVPD",
  "charge": -1,
  "e_tot_ev": -26172.7132,
  "homo_energy_ev": -3.518,
  "e_above_lowest_ev": 0.569,
  "species": ["I", "S", "O", "O", "C", "C", "C", "H", "H"],
  "positions_angstrom": [[-2.4865, 1.5763, -0.3497], [-0.5371, -1.7081, 0.0569], [-0.3204, -2.3987, -1.2484], [0.6602, -1.6568, 0.9185], [0.4090, 1.0207, 0.1910], [-0.6099, 0.5276, -0.6360], [1.1727, 1.0825, 1.0809], [-0.2910, 0.3547, -1.6195], [2.0029, 1.2017, 1.6063]],
  "mulliken_charge": [-0.109, 0.569, -0.586, -0.516, -0.390, -0.882, -0.097, 0.498, 0.512]
}

[6]
{
  "formula": "C3H2LaO2",
  "method": "wB97M-V/def2-TZVPD",
  "charge": 3,
  "e_tot_ev": -8056.4755,
  "homo_energy_ev": [-20.082, -20.093],
  "e_above_lowest_ev": 0.000,
  "species": ["La", "O", "O", "C", "C", "C", "H", "H"],
  "positions_angstrom": [[0.6315, -0.9568, -2.4985], [0.2836, -0.3318, 0.0639], [0.4455, 0.4774, 2.1803], [-1.0179, 1.3409, 1.5165], [-0.2504, 2.1186, 2.3962], [0.0388, 0.4634, 0.9436], [0.2299, 3.0224, 2.0037], [-0.5970, 2.1907, 3.4340]],
  "mulliken_charge": [2.644, -0.617, -0.178, -0.123, 0.070, 0.628, 0.283, 0.294]
}

Per-record max |F|, eV Å⁻¹: 6.25 6.28 2.84 5.33 3.72 5.49